<P>
# C3H6ClN3S

The molecule C3H6ClN3S (ωB97M-V/def2-TZVPD, the OMol25 dataset).

Last column: Löwdin charge in e.
Geometry (Å):
Cl1 -1.713 -1.924 -0.071  0.63
S1 3.212 -0.306 -0.076  0.64
N1 0.580 -0.223 0.304  -0.03
N2 -0.499 1.758 0.063  -0.06
N3 -1.644 2.404 -0.217  -0.08
C1 -0.580 0.462 0.186  -0.43
C2 1.746 0.355 0.021  -0.75
C3 -1.930 -0.182 -0.021  -0.54
H1 1.543 1.349 -0.192  0.03
H2 0.601 -1.252 0.115  0.11
H3 -2.518 2.298 0.548  0.16
H4 -2.471 0.222 -0.886  0.08
H5 -1.289 3.449 -0.213  0.13
H6 -2.614 0.150 0.892  0.12

For the molecular weight, the calculation gives 151.6 g/mol. The calculation puts the frontier orbital gap at 0.31385 hartree.

=====

<Q>
# C3H6ClN3S

A structure of composition C3H6ClN3S (ωB97M-V/def2-TZVPD, the OMol25 dataset).

Last column: Löwdin charge in e.
Geometry (Å):
Cl1 3.093 -0.079 -0.121  0.54
S1 -0.722 2.555 0.093  0.62
N1 -2.032 -1.975 -0.107  0.03
N2 0.305 -1.168 -0.087  0.00
N3 -0.951 0.847 -0.139  -0.35
C1 1.562 0.938 0.124  -0.56
C2 0.237 0.282 -0.014  -0.55
C3 -0.787 -1.987 0.220  -0.37
H1 -0.519 -3.001 0.569  0.11
H2 1.641 1.897 -0.549  0.07
H3 -2.617 -1.018 -0.619  0.15
H4 1.313 -1.511 0.419  0.15
H5 1.556 1.505 1.163  0.11
H6 -2.080 2.715 -0.952  0.05

For the molecular weight, the calculation gives 151.6 g/mol. The calculation puts the frontier orbital gap at 0.31134 hartree.

=====

Name the least stable of them. <Q>.

=====

<P>
# CH10O6

A cluster of 5 separate species, CH10O6 in total (ωB97M-V/def2-TZVPD, the OMol25 dataset).

Last column: Löwdin charge in e.
Geometry (Å):
O1 1.936 2.065 -1.618  -0.07
O2 0.290 -0.995 -2.458  -0.05
O3 1.890 2.129 1.320  0.06
O4 0.008 1.045 1.096  0.08
O5 -2.389 -0.422 1.397  -0.02
O6 -0.384 -2.759 -0.267  -0.06
C1 0.877 1.733 1.835  -0.37
H1 0.735 1.876 2.910  0.14
H2 -0.419 -1.832 -0.544  0.01
H3 0.903 -0.541 -3.046  0.05
H4 2.421 1.795 -0.828  0.01
H5 -2.030 -1.279 1.656  0.06
H6 -3.059 -0.218 2.022  0.04
H7 0.081 -1.818 -2.896  0.03
H8 1.062 1.710 -1.415  0.01
H9 -0.759 0.638 1.534  0.06
H10 -1.163 -3.127 -0.699  0.04

For the molecular weight, the calculation gives 118.1 g/mol. The calculation puts the frontier orbital gap at 0.38978 hartree.

=====

<Q>
# CH10O6

A cluster of 5 separate species, CH10O6 in total (ωB97M-V/def2-TZVPD, the OMol25 dataset).

Last column: Löwdin charge in e.
Geometry (Å):
O1 0.009 1.432 0.704  -0.02
O2 -1.280 -0.754 2.115  -0.08
O3 2.056 0.858 1.174  0.06
O4 1.080 1.521 -2.848  -0.05
O5 -1.294 0.216 -2.072  -0.07
O6 -0.857 -3.390 0.208  -0.05
C1 0.921 0.646 1.497  -0.27
H1 -0.677 0.852 -2.461  -0.01
H2 -1.086 -2.828 -0.550  0.05
H3 1.464 0.824 -2.296  0.05
H4 -1.950 -1.266 2.599  0.07
H5 -1.002 -1.560 1.637  0.03
H6 0.322 0.002 2.164  0.10
H7 -0.118 -3.937 -0.068  0.04
H8 -1.542 0.370 -1.161  0.01
H9 0.439 1.472 -0.158  0.05
H10 1.544 2.274 -2.456  0.06

For the molecular weight, the calculation gives 118.1 g/mol. The calculation puts the frontier orbital gap at 0.39857 hartree.

=====

Name the least stable of them. <Q>.

=====

<P>
# C2H3BrO2

A structure of composition C2H3BrO2 (ωB97M-V/def2-TZVPD, the OMol25 dataset).

Last column: Löwdin charge in e.
Geometry (Å):
Br1 0.380 -1.624 -0.012  0.79
O1 -0.317 0.634 -0.455  -0.32
O2 1.389 0.652 2.750  0.01
C1 2.289 0.740 2.074  -0.02
C2 -0.902 -0.682 -0.885  -0.68
H1 0.002 1.379 -0.943  0.06
H2 -1.945 -0.549 -0.533  0.08
H3 -0.895 -0.549 -1.996  0.08

For the molecular weight, the calculation gives 138.9 g/mol. The calculation puts the frontier orbital gap at 0.38541 hartree.

=====

<Q>
# C2H3BrO2

The molecule C2H3BrO2 (ωB97M-V/def2-TZVPD, the OMol25 dataset).

Last column: Löwdin charge in e.
Geometry (Å):
Br1 2.355 0.153 0.129  0.62
O1 -1.653 -0.575 -0.239  0.00
O2 -0.678 -1.522 -0.062  -0.01
C1 -0.482 -0.297 0.443  -0.48
C2 0.509 0.571 -0.340  -0.54
H1 -0.757 -0.347 1.662  0.22
H2 0.384 0.401 -1.525  0.14
H3 0.322 1.616 -0.069  0.06

For the molecular weight, the calculation gives 138.9 g/mol. The calculation puts the frontier orbital gap at 0.40586 hartree.

=====

<R>
# C2H3BrO2

The molecule C2H3BrO2 (ωB97M-V/def2-TZVPD, the OMol25 dataset).

Last column: Löwdin charge in e.
Geometry (Å):
Br1 -0.369 2.430 -0.467  0.61
O1 -0.571 -1.274 0.470  -0.08
O2 -0.508 -1.993 1.567  -0.13
C1 0.136 0.516 -0.781  -0.48
C2 0.203 -0.256 0.470  -0.14
H1 1.029 0.770 -1.188  0.00
H2 0.602 -0.086 1.387  0.11
H3 -0.521 -0.108 -1.458  0.12

For the molecular weight, the calculation gives 138.9 g/mol. The calculation puts the frontier orbital gap (spin up / spin down) at 0.30984 / 0.30559 hartree.

=====

Name the least stable of them. <R>.

=====

<P>
# C4H14N4

A structure of composition C4H14N4 (ωB97M-V/def2-TZVPD, the OMol25 dataset).

Last column: Löwdin charge in e.
Geometry (Å):
N1 -2.355 0.976 -1.927  0.03
N2 1.662 -1.718 -0.502  0.13
N3 -1.729 -0.135 0.205  0.01
N4 0.714 -1.007 1.632  0.00
C1 1.813 -1.279 0.679  -0.54
C2 -1.296 0.436 -1.091  -0.53
C3 2.834 -0.355 1.172  -0.11
C4 -0.250 1.514 -0.835  -0.05
H1 3.310 -0.736 2.077  0.05
H2 -0.832 -0.384 -1.646  0.12
H3 0.714 -1.484 2.527  0.09
H4 -3.067 0.286 -2.137  0.06
H5 -2.135 0.594 0.785  0.08
H6 -0.208 -0.909 1.184  0.04
H7 -0.663 2.300 -0.196  0.08
H8 0.637 1.095 -0.363  0.06
H9 -2.448 -0.837 0.055  0.08
H10 -2.801 1.778 -1.494  0.07
H11 1.750 0.062 1.885  0.16
H12 0.738 -2.113 -0.661  0.04
H13 3.568 -0.053 0.430  0.06
H14 0.042 1.969 -1.779  0.08

For the molecular weight, the calculation gives 118.2 g/mol. The calculation puts the frontier orbital gap at 0.33740 hartree.

=====

<Q>
# C4H14N4

The molecule C4H14N4 (ωB97M-V/def2-TZVPD, the OMol25 dataset).

Last column: Löwdin charge in e.
Geometry (Å):
N1 -0.684 -0.024 0.757  -0.25
N2 0.892 -0.383 -0.976  -0.24
N3 2.149 -0.816 -1.437  0.01
N4 1.190 1.481 0.459  0.07
C1 -0.270 0.168 -1.942  -0.01
C2 0.729 0.121 0.392  -0.45
C3 -1.305 -1.352 0.646  -0.09
C4 -1.276 0.901 1.726  -0.09
H1 0.247 0.399 -2.876  0.06
H2 1.329 -0.472 1.095  0.13
H3 2.028 -1.524 -2.164  0.07
H4 1.341 1.946 1.347  0.07
H5 -0.636 0.972 2.611  0.07
H6 -2.253 0.543 2.062  0.08
H7 -2.175 -1.272 -0.011  0.07
H8 -0.778 1.092 -1.658  0.07
H9 -1.622 -1.708 1.630  0.07
H10 1.330 2.000 -0.398  0.08
H11 -1.386 1.887 1.271  0.07
H12 2.685 -1.207 -0.660  0.07
H13 -0.934 -0.679 -2.103  0.05
H14 -0.602 -2.075 0.227  0.08

For the molecular weight, the calculation gives 118.2 g/mol. The calculation puts the frontier orbital gap at 0.28917 hartree.

=====

Name the least stable of them. <Q>.

=====

<P>
# C2H8S4

A cluster of 2 separate species, C2H8S4 in total (ωB97M-V/def2-TZVPD, the OMol25 dataset).

Last column: Löwdin charge in e.
Geometry (Å):
S1 -0.718 -1.936 -0.494  0.30
S2 2.613 0.562 1.142  0.35
S3 3.181 -0.404 -0.629  0.30
S4 -2.169 -0.543 -1.199  0.36
C1 -3.489 -1.099 -0.053  -0.50
C2 2.105 2.164 0.464  -0.49
H1 3.474 -1.458 0.128  -0.20
H2 -3.051 -1.333 0.906  0.01
H3 1.520 2.761 1.156  0.04
H4 -4.226 -0.308 0.075  0.03
H5 0.332 -1.129 -0.752  -0.26
H6 -4.001 -1.937 -0.517  0.02
H7 1.468 1.909 -0.384  0.02
H8 2.962 2.751 0.157  0.03

For the molecular weight, the calculation gives 160.4 g/mol. The calculation puts the frontier orbital gap at 0.31499 hartree.

=====

<Q>
# C2H8S4

A cluster of 2 separate species, C2H8S4 in total (ωB97M-V/def2-TZVPD, the OMol25 dataset).

Last column: Löwdin charge in e.
Geometry (Å):
S1 -2.110 0.575 -0.794  0.33
S2 2.232 0.244 0.843  0.38
S3 2.347 0.136 -1.334  0.32
S4 -2.055 0.440 1.207  0.29
C1 1.217 -1.253 1.074  -0.54
C2 -1.892 -1.237 -0.968  -0.51
H1 -1.692 1.707 1.596  -0.15
H2 0.933 -1.704 0.123  -0.02
H3 0.509 -0.975 1.842  -0.02
H4 -2.157 -1.610 -1.953  0.03
H5 1.877 -2.124 1.583  0.08
H6 -2.423 -1.880 -0.188  0.05
H7 1.140 0.655 -1.495  -0.25
H8 -0.774 -1.453 -0.890  0.01

For the molecular weight, the calculation gives 160.4 g/mol. The calculation puts the frontier orbital gap at 0.30939 hartree.

=====

Name the least stable of them. <Q>.

=====

<P>
# C19H20N2O3

The molecule C19H20N2O3 (ωB97M-V/def2-TZVPD, the OMol25 dataset).

Last column: Löwdin charge in e.
Geometry (Å):
O1 2.649 -2.576 -1.423  0.00
O2 -3.335 -1.019 0.028  -0.07
O3 -1.589 -1.708 1.806  -0.06
N1 3.693 -0.983 0.492  0.11
N2 2.745 0.887 -0.199  -0.03
C1 -1.628 -0.827 -1.702  -0.01
C2 0.656 -1.233 -1.083  -0.18
C3 -1.094 -1.465 0.562  -0.20
C4 4.127 0.043 1.272  -0.13
C5 2.872 -0.452 -0.381  -0.27
C6 3.550 1.207 0.864  -0.08
C7 0.240 -1.535 0.212  0.04
C8 -1.031 1.690 1.560  -0.07
C9 2.141 -1.264 -1.402  -0.27
C10 -2.079 2.104 0.759  -0.09
C11 -0.282 -0.894 -2.035  -0.04
C12 -0.685 -2.073 2.819  -0.08
C13 0.246 1.583 1.037  -0.03
C14 1.876 1.794 -0.895  -0.07
C15 -4.327 -0.627 -0.886  -0.08
C16 -1.843 2.414 -0.570  -0.09
C17 0.487 1.880 -0.297  -0.20
C18 -2.048 -1.093 -0.412  -0.21
C19 -0.570 2.298 -1.095  -0.05
H1 -0.168 -3.009 2.581  0.10
H2 1.800 1.481 -1.940  0.13
H3 -3.075 2.182 1.168  0.11
H4 1.058 1.262 1.672  0.11
H5 -1.208 1.447 2.596  0.11
H6 -2.340 -0.554 -2.464  0.11
H7 -4.416 -1.336 -1.716  0.10
H8 0.057 -1.288 3.000  0.09
H9 -5.259 -0.617 -0.322  0.10
H10 -4.133 0.375 -1.284  0.09
H11 -0.391 2.534 -2.134  0.12
H12 4.823 -0.129 2.069  0.09
H13 -2.654 2.745 -1.203  0.10
H14 0.025 -0.675 -3.047  0.12
H15 2.337 2.789 -0.870  0.14
H16 0.986 -1.812 0.939  0.12
H17 3.644 2.213 1.218  0.12
H18 3.137 -2.704 -0.597  0.08
H19 -1.288 -2.213 3.714  0.10
H20 2.297 -0.842 -2.408  0.15

For the molecular weight, the calculation gives 324.4 g/mol. The calculation puts the frontier orbital gap at 0.32048 hartree.

=====

<Q>
# C19H20N2O3

The molecule C19H20N2O3 (ωB97M-V/def2-TZVPD, the OMol25 dataset).

Last column: Löwdin charge in e.
Geometry (Å):
O1 0.588 0.412 0.765  -0.06
O2 2.826 5.819 2.115  0.04
O3 0.945 5.572 1.032  0.05
N1 -3.200 -0.911 -0.770  -0.15
N2 1.926 5.087 1.634  -0.32
C1 3.931 -0.816 -1.955  -0.07
C2 2.051 3.652 1.795  -0.15
C3 3.101 -2.770 -0.777  -0.07
C4 -3.346 -2.353 -0.631  -0.15
C5 4.092 -2.146 -1.550  -0.10
C6 1.218 2.718 1.124  0.08
C7 1.742 -0.769 -0.940  -0.22
C8 -0.810 -0.854 -0.859  -0.06
C9 -4.859 -2.614 -0.542  -0.16
C10 1.373 1.342 1.370  -0.29
C11 1.931 -2.048 -0.421  -0.03
C12 0.431 -0.043 -0.788  -0.16
C13 3.052 1.881 3.057  -0.07
C14 3.007 3.243 2.748  -0.01
C15 -4.460 -0.191 -0.772  -0.16
C16 -5.548 -1.279 -0.827  -0.16
C17 2.270 0.933 2.385  0.02
C18 -2.031 -0.256 -0.811  -0.10
C19 2.761 -0.113 -1.597  -0.03
H1 -2.837 -2.740 0.270  0.13
H2 -6.334 -1.072 -0.092  0.11
H3 -2.117 0.850 -0.801  0.15
H4 5.020 -2.689 -1.781  0.10
H5 -2.896 -2.847 -1.507  0.12
H6 4.692 -0.313 -2.560  0.10
H7 3.664 3.962 3.255  0.12
H8 3.740 1.580 3.844  0.11
H9 1.181 -2.470 0.248  0.12
H10 3.220 -3.810 -0.453  0.10
H11 -5.124 -2.956 0.461  0.11
H12 -4.523 0.430 0.145  0.12
H13 2.302 -0.122 2.656  0.12
H14 -5.181 -3.380 -1.248  0.11
H15 -4.499 0.501 -1.635  0.12
H16 0.348 0.803 -1.502  0.15
H17 0.418 3.068 0.478  0.12
H18 -0.709 -1.941 -0.878  0.09
H19 2.636 0.940 -1.851  0.12
H20 -5.991 -1.292 -1.833  0.11

For the molecular weight, the calculation gives 324.4 g/mol. The calculation puts the frontier orbital gap at 0.27824 hartree.

=====

Name the least stable of them. <Q>.